# 1
{
  "formula": "H4N5",
  "method": "wB97M-V/def2-TZVPD",
  "charge": 1,
  "multiplicity": 1,
  "relative_energy_ev": 3.759,
  "e_tot_ha": -275.7494,
  "homo_energy_ev": -14.54,
  "elements": ["N", "N", "N", "N", "N", "H", "H", "H", "H"],
  "positions_angstrom": [[1.3046, 0.6659, -0.0853], [1.7674, -0.4069, 0.1995], [-2.4126, 0.1091, 0.0712], [-3.5378, -0.2636, 0.1632], [-1.4337, 0.5319, -0.1962], [1.8994, 1.5310, -0.2227], [0.1905, 0.4836, -0.2418], [2.8253, -0.5651, 0.4346], [-4.3362, -0.1018, 0.8063]],
  "forces_ev_per_angstrom": [[-0.7464, 0.2008, -0.7916], [2.2186, -2.4761, 1.2560], [-5.3870, -0.3410, 1.4612], [-0.6171, -1.0844, -0.4342], [4.5228, 0.9820, -0.9190], [-0.9091, -0.6196, 0.2287], [1.1442, 1.7654, 0.1217], [-1.8177, 1.2750, -0.7569], [1.5916, 0.2978, -0.1659]],
  "mulliken_charge": [0.1941, -0.3033, 0.9860, -0.7559, -0.5385, 0.2816, 0.4753, 0.3244, 0.3363]
}

***

# 2
{
  "formula": "H4NO8P3",
  "method": "wB97M-V/def2-TZVPD",
  "multiplicity": 1,
  "relative_energy_ev": 0.543,
  "e_tot_ha": -1683.2826,
  "homo_energy_ev": [-10.86, -10.86],
  "elements": ["P", "P", "P", "O", "O", "O", "O", "O", "O", "O", "O", "N", "H", "H", "H", "H"],
  "positions_angstrom": [[-1.6177, 0.6796, 0.2058], [2.9699, -0.3019, 0.4313], [0.1554, -1.4075, 0.1938], [-0.2370, 0.0624, 0.8274], [-1.3678, 1.0472, -1.2174], [1.5913, -1.7019, 0.6490], [2.2619, 2.1136, -0.4815], [-0.9973, -2.2345, 0.4871], [0.2067, -1.0262, -1.3525], [-2.7493, -0.3439, 0.4210], [-1.8986, 1.8175, 1.1881], [2.9238, 1.1668, -0.1918], [-0.3788, -0.1861, -1.5060], [-1.8670, 2.6692, 0.7481], [-2.1465, -1.2437, 0.3533], [3.1513, -1.1106, -0.7557]],
  "forces_ev_per_angstrom": [[0.7206, -0.4410, -1.3129], [-0.7069, -3.7703, 1.1378], [0.7328, 2.5516, -1.7680], [-0.1931, -0.1696, -0.0766], [0.0066, 0.1899, 0.6293], [0.2151, 0.9562, 0.3148], [0.9097, -0.9007, 0.6900], [-1.0499, -2.0957, 0.7437], [0.2242, 0.4620, 0.3529], [1.4590, -1.8045, 0.0950], [-0.4446, 1.5582, 0.8822], [-1.3696, 1.9486, -2.1403], [0.5692, -0.8325, -0.2057], [0.0156, 0.4402, 0.0344], [-1.5839, 0.5250, 0.4317], [0.4954, 1.3827, 0.1918]],
  "mulliken_charge": [0.8629, 0.2200, 0.9318, -0.2734, -0.7085, -0.4732, -0.2808, -0.6801, -0.4762, -0.5147, -0.4643, 0.3384, 0.4604, 0.3623, 0.5358, 0.1595]
}